Molecular formula: C8H14N2O3
Method: DFT, ωB97M-V with the def2-TZVPD basis set

Summary:
E_LUMO (eV): 0.497
Electronic energy (eV): -17645.621
Gap between HOMO and LUMO (hartree): 0.341
Highest occupied orbital energy (hartree): -0.322
Molar mass (g mol⁻¹): 186.2
Energy relative to the best compared isomer or geometry (same formula, charge and spin) (kJ/mol): 115.8

The geometry in XYZ format:
```
27
C8H14N2O3, DFT ωB97M-V with the def2-TZVPD basis set
C -0.86 -1.61 1.76
C 0.61 -1.04 1.87
N 0.78 0.42 1.63
C 0.99 0.98 0.42
O 1.51 2.03 0.22
C 0.19 0.38 -0.72
C 0.38 1.13 -2.04
C -0.93 2.00 -2.17
C -1.98 1.07 -1.47
N -1.22 0.52 -0.33
C 1.68 -1.82 1.13
O 2.77 -1.39 0.82
O 1.41 -3.15 1.15
H -1.10 -1.71 0.66
H -1.55 -0.97 2.33
H -0.78 -2.60 2.15
H 0.94 -1.12 2.92
H 1.05 1.08 2.43
H 0.51 -0.68 -0.80
H 1.32 1.69 -2.26
H 0.45 0.36 -2.79
H -0.76 2.93 -1.62
H -1.18 2.15 -3.22
H -2.26 0.24 -2.13
H -2.87 1.59 -1.22
H -1.32 1.18 0.45
H 2.20 -3.65 0.86
```

Molecular formula: C13H33ClIN2O2P2W
Method: DFT, ωB97M-V with the def2-TZVPD basis set

Summary:
E_LUMO (spin up / spin down) (eV): -11.399 / -11.734
Spin multiplicity: 3
Electronic energy (eV): -62089.161
Charge: +3
Gap between HOMO and LUMO (spin up / spin down) (hartree): 0.150 / 0.137
Highest occupied orbital energy (spin up / spin down) (hartree): -0.569 / -0.569
Molar mass (g mol⁻¹): 657.6
Energy relative to the best compared isomer or geometry (same formula, charge and spin) (kJ/mol): 0.0

The geometry in XYZ format:
```
55
C13H33ClIN2O2P2W, DFT ωB97M-V with the def2-TZVPD basis set
C -0.10 0.95 -6.91
C -0.19 1.66 -5.68
H -0.07 1.68 -7.74
H -1.00 0.31 -6.99
H 0.83 0.34 -6.91
O -0.14 2.35 -4.74
I 0.63 -2.21 -4.53
W 0.14 -1.63 -2.16
P 1.57 0.06 -1.64
C 1.58 1.29 -0.28
C 2.16 -1.50 -0.83
H 3.18 -1.70 -1.19
H 3.83 0.65 -2.28
H 1.53 -2.43 -1.04
H 2.92 -0.01 -3.66
H 1.14 0.87 0.64
H 2.14 -1.38 0.26
C 2.85 0.63 -2.78
H 2.61 1.62 -0.07
H 2.61 1.65 -3.08
H 0.99 2.17 -0.59
P -1.68 -0.38 -1.51
C -1.60 0.96 -0.29
C -2.58 0.37 -2.89
H -2.94 -2.44 -1.19
H -3.84 -1.00 -0.64
H -2.51 -1.69 0.36
C -2.85 -1.49 -0.67
H -2.67 -0.32 -3.73
H -3.58 0.64 -2.53
H -2.63 1.29 -0.07
H -1.05 1.82 -0.68
H -2.06 1.28 -3.23
H -1.14 0.62 0.64
Cl -0.37 -3.65 -1.23
C -2.27 -0.84 3.42
N -1.05 -0.29 3.99
C -1.05 -0.01 5.42
C 0.10 -0.47 3.26
O 0.06 -0.96 2.12
N 1.27 -0.04 3.91
C 1.28 1.37 4.29
C 2.52 -0.55 3.38
H -2.17 -1.92 3.20
H -2.51 -0.34 2.47
H -3.08 -0.69 4.14
H -0.11 -0.36 5.88
H -1.16 1.06 5.63
H -1.90 -0.54 5.86
H 1.50 1.50 5.36
H 2.06 1.89 3.72
H 0.30 1.82 4.08
H 2.33 -1.31 2.62
H 3.11 0.27 2.94
H 3.11 -0.99 4.19
```

Molecular formula: C2H4S3
Method: DFT, ωB97M-V with the def2-TZVPD basis set

Summary:
E_LUMO (spin up / spin down) (eV): -0.307 / -2.744
Electronic energy (eV): -34640.843
Gap between HOMO and LUMO (spin up / spin down) (hartree): 0.332 / 0.160
Highest occupied orbital energy (spin up / spin down) (hartree): -0.344 / -0.261
Molar mass (g mol⁻¹): 124.3
Energy relative to the best compared isomer or geometry (same formula, charge and spin) (kJ/mol): 326.4

The geometry in XYZ format:
```
9
C2H4S3, DFT ωB97M-V with the def2-TZVPD basis set
C -0.39 -2.75 0.98
C 0.66 -0.58 -0.26
S -1.13 -3.84 1.72
S -0.48 2.07 2.04
S 0.90 -2.35 0.09
H 1.63 -0.13 -0.39
H 0.05 0.05 0.45
H 0.25 -0.40 -1.24
H -1.74 1.87 2.67
```

> The highest electronic energy belongs to which entry?

C8H14N2O3

> Which of these has the highest electronic energy?

C8H14N2O3

What did the first record say?
Molecular formula: C8H14N2O3
Method: DFT, ωB97M-V with the def2-TZVPD basis set

Summary:
E_LUMO (eV): 0.497
Electronic energy (eV): -17645.621
Gap between HOMO and LUMO (hartree): 0.341
Highest occupied orbital energy (hartree): -0.322
Molar mass (g mol⁻¹): 186.2
Energy relative to the best compared isomer or geometry (same formula, charge and spin) (kJ/mol): 115.8

The geometry in XYZ format:
```
27
C8H14N2O3, DFT ωB97M-V with the def2-TZVPD basis set
C -0.86 -1.61 1.76
C 0.61 -1.04 1.87
N 0.78 0.42 1.63
C 0.99 0.98 0.42
O 1.51 2.03 0.22
C 0.19 0.38 -0.72
C 0.38 1.13 -2.04
C -0.93 2.00 -2.17
C -1.98 1.07 -1.47
N -1.22 0.52 -0.33
C 1.68 -1.82 1.13
O 2.77 -1.39 0.82
O 1.41 -3.15 1.15
H -1.10 -1.71 0.66
H -1.55 -0.97 2.33
H -0.78 -2.60 2.15
H 0.94 -1.12 2.92
H 1.05 1.08 2.43
H 0.51 -0.68 -0.80
H 1.32 1.69 -2.26
H 0.45 0.36 -2.79
H -0.76 2.93 -1.62
H -1.18 2.15 -3.22
H -2.26 0.24 -2.13
H -2.87 1.59 -1.22
H -1.32 1.18 0.45
H 2.20 -3.65 0.86
```